25
Properties=species:S:1:pos:R:3:forces:R:3:mulliken_charge:R:1 method="wB97M-V/def2-TZVPD" energy_ha=-277.478510 relative_energy_ev=0.5415 molar_mass_g_mol=102.22 orbital_gap_ev=11.78
C 0.038342 -1.298089 2.056651 0.70 -0.19 -0.01 -1.7002
C 0.581494 -1.273716 0.623995 0.36 0.68 0.61 2.1358
C 2.020331 -0.701758 0.650028 -0.44 -1.38 0.24 -1.4276
C 0.445720 -2.645102 -0.032684 0.20 -0.17 -0.22 -1.3499
H -0.028595 -0.305625 2.503365 -0.25 0.07 -0.15 0.3891
H 0.772829 -1.829406 2.674713 -0.17 -0.16 0.04 0.4454
H -0.903929 -1.834503 2.119920 -0.20 0.15 0.10 0.4158
H 0.053577 -0.526725 0.040171 -0.56 -0.29 0.10 -1.1311
H 2.687226 -1.486764 1.024494 0.12 0.08 -0.11 0.4118
H 2.319326 -0.448875 -0.364121 0.27 0.37 0.10 0.3849
H 2.079873 0.105052 1.377399 0.06 0.40 -0.39 0.3527
H -0.231479 -3.306019 0.509716 -0.29 0.21 -0.06 0.3518
H 0.091399 -2.541094 -1.058985 0.01 -0.18 -0.02 0.3564
H 1.378017 -3.210828 -0.057315 0.24 0.20 -0.06 0.2734
C -1.382027 1.773891 0.135410 -0.22 0.13 -0.62 -1.3083
C -0.997655 1.373219 -1.286769 0.56 0.08 0.26 0.1450
C -0.755942 2.591710 -2.195387 0.82 -1.16 -0.40 -1.1858
H -2.280468 2.390554 0.164377 0.21 0.40 -0.08 0.4039
H -0.548829 2.219245 0.669991 0.02 0.45 -0.06 0.3089
H -1.648607 0.918856 0.692524 -0.25 -1.23 0.74 0.3964
H -0.080798 0.788164 -1.221031 0.19 0.17 -0.05 -0.0122
H -1.694270 0.638045 -1.692907 -0.36 0.37 -0.13 0.3934
H -1.416874 2.566150 -3.048300 -0.59 0.60 0.02 0.2627
H -0.729883 3.500863 -1.622989 -0.55 0.54 0.03 0.3470
H 0.231217 2.542754 -2.662267 0.11 -0.14 0.11 0.3405

25
Properties=species:S:1:pos:R:3:forces:R:3:mulliken_charge:R:1 method="wB97M-V/def2-TZVPD" energy_ha=-277.429821 relative_energy_ev=1.8664 molar_mass_g_mol=102.22 orbital_gap_ev=11.57
C -1.751490 -1.605262 -0.377993 0.22 -0.24 -0.96 -1.5385
C -1.365663 -0.149624 -0.788304 -2.84 -1.02 -0.30 1.7712
C -1.014035 -0.072269 -2.298571 0.19 -0.67 0.68 -1.3256
C -2.778651 0.590990 -0.631481 0.61 0.24 1.54 -1.1805
H -2.618364 -1.957637 -0.955679 0.41 0.30 -0.76 0.3989
H -2.276010 -1.663929 0.576378 1.10 0.00 0.70 0.4130
H -0.941137 -2.335517 -0.591916 -0.41 0.28 0.82 0.3422
H -0.545675 0.259640 -0.137637 -1.13 -0.31 -0.78 -0.7671
H -1.749176 -0.698748 -2.924575 0.81 1.43 0.86 0.2738
H -0.948023 1.030483 -2.534620 0.01 -1.41 -0.42 0.3902
H -0.049523 -0.604919 -2.397734 -0.13 0.62 -0.41 0.3938
H -2.726965 1.167968 0.311614 0.11 0.70 -0.77 0.3360
H -2.970936 1.186735 -1.543445 -0.25 -0.06 0.85 0.3384
H -3.672638 -0.028637 -0.312314 1.11 0.03 -1.20 0.2657
C 3.092976 -0.156376 0.561771 1.87 -2.27 0.35 -1.0703
C 2.789980 0.735865 1.781698 -2.92 0.57 -1.88 -0.3230
C 1.232392 0.932473 1.877559 0.10 -0.48 -3.59 -0.9160
H 4.197847 -0.191163 0.336937 -1.01 0.36 0.09 0.3090
H 2.563318 -0.171149 -0.396870 -0.22 1.60 0.22 0.3239
H 2.893795 -1.224461 0.744613 0.07 0.06 0.83 0.3065
H 3.133119 0.405705 2.729835 0.77 -0.62 0.54 0.3196
H 3.172817 1.705380 1.563881 0.66 0.80 0.09 0.2550
H 0.823863 0.921376 0.764469 0.90 0.19 2.27 -0.0791
H 0.727597 0.131435 2.339332 -0.37 -1.37 0.60 0.3233
H 0.780593 1.791632 2.303054 0.36 1.25 0.63 0.4396